No. 1
Computed, not measured: 4 unconnected molecules or ions with the total composition C40H77BN2O16P3, with ωB97M-V with the def2-TZVPD basis set.

Last column: Mulliken charge in e.
Atoms and positions in Å:
C: 0.6186 -1.6792 4.9930  -0.538
O: -0.4913 -1.9458 4.0661  -0.394
B: -0.7328 -0.7583 3.1676  0.989
O: -0.9950 0.4961 3.8889  -0.561
C: -0.6758 -0.9291 1.4964  0.098
C: 0.8579 -1.3819 1.3415  -1.756
C: 1.9553 -0.0247 1.0124  0.887
C: 2.2776 0.9954 2.3803  -0.824
O: 3.3440 -0.0813 1.7358  -0.590
C: -1.3938 -2.3541 0.9752  -0.474
C: -2.4984 -3.1307 1.8698  -0.991
C: -3.7171 -3.7958 0.9364  -0.976
C: -3.2714 -5.0845 0.0538  0.636
C: -1.8044 -5.7247 0.3759  -1.090
C: -4.3832 -6.2876 0.3929  -1.216
C: -1.7047 -1.8647 -0.5551  -0.723
N: -1.3892 -0.3688 -0.7792  1.010
C: -0.2366 -0.4053 -1.7329  -0.319
C: 0.1355 0.9941 -2.4986  -0.141
C: 0.6894 0.8730 -4.0204  -0.822
C: 1.3890 -0.5207 -4.4692  -0.183
N: 0.5402 -1.0510 -5.6449  0.168
C: 1.1112 -0.9565 -7.0402  -0.204
C: -0.0596 -1.5507 -8.0416  -0.513
C: -1.3089 -1.9551 -7.0139  -0.400
C: -0.8660 -1.6179 -5.4653  -0.244
C: -1.3699 0.2905 0.5748  0.849
C: -0.7925 1.8030 0.7883  -0.062
C: -1.6695 3.0919 0.3644  0.065
C: -1.3529 3.9035 -1.0662  -0.163
C: -2.2170 5.2572 -1.5379  -0.514
C: -3.4277 5.9007 -0.6345  -0.420
C: -3.7208 5.1494 0.8094  -0.588
C: -2.8758 3.8257 1.2540  -0.244
C: -2.8995 0.4452 1.2272  -1.221
C: -4.0880 0.8545 0.1778  0.381
C: -5.3273 1.4849 1.1083  -1.130
O: -4.7185 -0.3231 -0.5068  -0.459
H: 1.3591 -0.8384 4.6575  0.168
H: 1.2663 -2.6817 5.0334  0.222
H: 0.2448 -1.5151 6.1113  0.255
H: -1.9817 0.5491 4.1379  0.289
H: 1.1468 -2.0503 0.4260  0.463
H: 1.3927 -1.8277 2.2800  0.665
H: 1.8751 0.5290 -0.1134  0.081
H: 2.9546 1.9426 2.2313  0.338
H: 2.5233 0.5212 3.4184  0.089
H: -0.6121 -3.2410 0.7966  0.611
H: -1.9400 -3.9601 2.5226  0.315
H: -3.0922 -2.4805 2.6580  0.344
H: -4.5314 -4.1522 1.7318  0.510
H: -4.2647 -2.9314 0.3218  0.105
H: -3.4463 -4.8297 -1.0912  0.257
H: -0.8962 -5.1739 -0.1696  0.170
H: -1.8067 -6.8227 -0.0928  0.395
H: -1.6330 -5.8718 1.5244  0.250
H: -4.0537 -6.8667 1.3835  0.289
H: -4.5746 -6.9999 -0.5174  0.322
H: -5.4463 -5.8159 0.6612  0.363
H: -1.1118 -2.6556 -1.1899  0.170
H: -2.8012 -2.0125 -1.0038  0.322
H: -2.1719 -0.1459 -1.4674  0.847
H: -0.5936 -1.1225 -2.6235  -0.094
H: 0.7621 -0.8685 -1.3585  0.129
H: 0.9447 1.6372 -1.9003  0.375
H: -0.8931 1.5982 -2.5656  -0.089
H: 1.5036 1.7331 -4.1670  0.328
H: -0.1780 1.1444 -4.7808  0.361
H: 2.4587 -0.3091 -4.9554  0.115
H: 1.5695 -1.3168 -3.6353  0.143
H: 2.1717 -0.5399 -7.3037  0.283
H: -0.0040 -1.6140 -9.2167  0.296
H: -2.3730 -2.3886 -7.3150  0.277
H: -1.5118 -1.7832 -4.5011  0.256
H: -0.3892 2.0214 1.8920  0.435
H: 0.1964 1.8897 0.1220  0.206
H: -0.5070 3.6006 -1.8162  0.262
H: -1.9650 5.7946 -2.5692  0.288
H: -3.9965 6.8432 -1.0362  0.313
H: -4.5853 5.6118 1.4867  0.313
H: -3.1542 3.3498 2.3126  0.221
H: -2.7595 1.2170 2.1276  -0.168
H: -3.3084 -0.5211 1.7386  0.097
H: -3.7609 1.5746 -0.6909  0.467
H: -4.9605 1.4817 2.2374  0.193
H: -6.2537 0.7369 1.0706  0.349
H: -5.6230 2.5752 0.7732  0.165
H: -5.2011 0.0376 -1.3062  0.358
C: 5.6187 1.0251 -0.0190  -0.329
O: 5.1545 1.8824 -1.0431  -0.207
P: 6.0402 2.0650 -2.3735  0.762
O: 5.4017 2.8970 -3.4421  -0.733
O: 6.3927 0.5562 -2.8140  -0.241
C: 5.3210 -0.2593 -3.2400  -0.731
O: 7.4427 2.6314 -1.8196  -0.362
C: 7.5417 4.0278 -1.6336  -0.814
H: 4.9003 0.2112 0.1072  0.024
H: 6.5999 0.5992 -0.2457  0.262
H: 5.6840 1.5878 0.9155  0.294
H: 4.4758 0.3351 -3.5978  0.239
H: 4.9956 -0.8849 -2.4049  0.286
H: 5.6700 -0.9044 -4.0500  0.346
H: 8.1271 4.2222 -0.7307  0.326
H: 6.5583 4.4933 -1.5195  0.333
H: 8.0564 4.4680 -2.4914  0.273
C: -12.4482 0.6504 3.4918  -0.735
O: -11.3428 1.2796 2.8741  -0.300
P: -9.8587 0.7485 3.1954  0.971
O: -8.7728 1.4028 2.3988  -0.540
O: -9.9684 -0.8470 3.0027  -0.297
C: -10.2145 -1.3244 1.6964  -0.704
O: -9.7306 0.9257 4.7912  -0.308
C: -9.3165 2.1901 5.2648  -0.667
H: -13.0791 0.2115 2.7148  0.266
H: -12.1440 -0.1365 4.1872  0.356
H: -13.0274 1.4002 4.0364  0.275
H: -9.9024 -0.6039 0.9353  0.344
H: -11.2829 -1.5269 1.5864  0.252
H: -9.6615 -2.2558 1.5520  0.249
H: -9.8681 2.4213 6.1802  0.261
H: -9.5071 2.9805 4.5328  0.336
H: -8.2485 2.1548 5.4938  0.240
C: 12.7728 -0.9327 -0.5374  -0.726
O: 12.5327 0.4607 -0.5324  -0.329
P: 11.2402 1.0303 0.2374  1.082
O: 11.1459 2.5239 0.2836  -0.691
O: 11.3011 0.3136 1.6787  -0.316
C: 12.3731 0.6637 2.5293  -0.720
O: 10.0086 0.2949 -0.4954  -0.325
C: 9.5046 0.9017 -1.6668  -0.554
H: 13.7244 -1.1247 -0.0354  0.281
H: 11.9843 -1.4927 -0.0275  0.349
H: 12.8418 -1.2795 -1.5715  0.273
H: 12.7846 1.6458 2.2806  0.362
H: 13.1589 -0.0908 2.4411  0.250
H: 12.0130 0.6801 3.5609  0.242
H: 9.2350 0.1188 -2.3810  0.300
H: 10.2430 1.5607 -2.1329  0.419
H: 8.6095 1.4763 -1.4160  0.337

Calculated values
Highest occupied orbital energy, eV: -9.99
Gap between HOMO and LUMO, eV: 7.615
F_max, hartree/bohr: 0.1348
Total charge: +1
2S+1: 1
LUMO energy, eV: -2.378



No. 2
Computed, not measured: a molecular structure, C40H77F8O9PSi2, with ωB97M-V with the def2-TZVPD basis set.

Last column: Mulliken charge in e.
Atoms and positions in Å:
C: 4.0240 -2.6887 4.6386  -0.912
C: 3.5714 -1.5536 5.5628  0.007
O: 2.1694 -1.3714 5.6375  -0.537
C: 1.5405 -1.0413 4.4148  -0.336
C: 2.0347 0.2427 3.7751  -0.368
O: 3.1655 -0.0343 2.9698  0.549
C: 4.1110 0.9993 2.8014  -1.313
C: 4.4434 1.1039 1.3244  0.553
O: 4.7138 -0.1967 0.8695  -0.467
C: 4.4047 -0.4560 -0.4964  -0.718
Si: 2.6069 -0.9935 -0.4801  0.379
O: 1.9468 -1.1647 -1.9842  -0.305
O: 1.7279 0.0757 0.3725  -0.190
Si: 0.2338 0.6940 -0.0109  0.267
C: -1.0886 -0.6211 -0.1323  -0.317
C: -2.4143 -0.0159 0.2954  -0.674
O: -3.4616 -0.9249 -0.0028  -0.370
C: -4.7369 -0.4091 0.2421  -1.005
C: -5.6719 -1.5276 0.7391  1.074
F: -5.1017 -2.7393 0.6071  -0.304
F: -6.8077 -1.5282 -0.0280  -0.330
C: -6.1238 -1.3911 2.2467  0.385
F: -5.2573 -0.5580 2.9038  -0.306
F: -6.0707 -2.5964 2.8456  -0.309
C: -7.5390 -0.7942 2.4536  0.713
F: -8.4714 -1.6887 2.0571  -0.294
F: -7.6398 0.3385 1.6903  -0.306
C: -7.8101 -0.3558 3.9060  0.093
F: -7.6211 -1.3962 4.7524  -0.249
F: -9.1089 0.0389 3.9749  -0.272
C: 0.2777 1.7408 -1.5633  -0.501
C: 1.6047 2.4323 -1.8889  -0.772
C: 2.0635 3.5281 -0.9637  0.175
C: 1.2955 4.0149 0.0926  0.527
C: 1.7692 5.0470 0.9066  -0.889
C: 3.0122 5.6121 0.6752  -0.636
C: 3.7965 5.1383 -0.3844  -0.763
C: 3.3200 4.1100 -1.1884  -0.447
P: 2.4390 -2.8898 0.7429  1.524
O: 1.2034 -2.8652 1.5561  -0.744
O: 3.7767 -3.0191 1.6276  -0.784
O: 2.5884 -4.1373 -0.2473  -0.559
H: 4.4408 -2.3025 3.7057  0.272
H: 3.1756 -3.3255 4.3802  0.267
H: 4.7733 -3.3080 5.1273  0.412
H: 3.8811 -1.7565 6.5884  0.471
H: 4.0540 -0.6164 5.2659  -0.029
H: 0.4792 -0.9374 4.6458  0.419
H: 1.6365 -1.8555 3.6863  -0.005
H: 2.2786 0.9686 4.5587  0.499
H: 1.2319 0.6636 3.1560  -0.068
H: 5.0124 0.7876 3.3900  0.248
H: 3.7139 1.9660 3.1301  0.558
H: 3.5955 1.5527 0.7927  -0.445
H: 5.3104 1.7645 1.1856  0.476
H: 4.5838 0.4123 -1.1407  0.311
H: 5.0669 -1.2660 -0.8088  0.475
H: 1.9270 -2.0668 -2.3192  0.272
H: -0.1324 1.5587 1.1396  -0.474
H: -1.1760 -0.9932 -1.1575  0.447
H: -0.8291 -1.4689 0.5074  0.370
H: -2.4060 0.1970 1.3710  0.373
H: -2.5978 0.9381 -0.2248  0.345
H: -4.6954 0.3954 0.9761  0.483
H: -5.1883 -0.0103 -0.6732  0.327
H: -7.1700 0.4792 4.1912  0.298
H: -0.5387 2.4690 -1.5146  0.771
H: 0.0437 1.0761 -2.4016  0.086
H: 1.5394 2.8659 -2.8939  0.679
H: 2.4052 1.6863 -1.9470  0.075
H: 0.3353 3.5732 0.3208  -0.101
H: 1.1523 5.3959 1.7258  0.437
H: 3.3764 6.4049 1.3154  0.429
H: 4.7697 5.5673 -0.5811  0.398
H: 3.9289 3.7510 -2.0117  0.452
H: 3.6860 -2.4680 2.4209  -0.089
H: 2.5187 -4.9480 0.2827  0.164
C: -0.1528 -6.4491 -0.0101  -1.098
C: 0.8875 -7.3842 0.5995  -0.514
C: 1.6947 -8.1648 -0.4377  -0.504
C: 0.8630 -9.0892 -1.3283  -0.813
C: 0.0355 -10.1283 -0.5735  -0.359
C: 0.8773 -11.0942 0.2545  -1.196
H: -0.9097 -6.9950 -0.5744  0.400
H: -0.6675 -5.8827 0.7663  0.367
H: 0.3188 -5.7305 -0.6839  0.203
H: 0.4003 -8.0734 1.2935  0.368
H: 1.5838 -6.8001 1.2129  0.285
H: 2.4666 -8.7459 0.0743  0.366
H: 2.2289 -7.4562 -1.0803  0.292
H: 1.5386 -9.6063 -2.0171  0.397
H: 0.1964 -8.4907 -1.9547  0.318
H: -0.5512 -10.6963 -1.2997  0.384
H: -0.6900 -9.6289 0.0743  0.230
H: 1.5953 -11.6226 -0.3764  0.293
H: 0.2507 -11.8406 0.7439  0.381
H: 1.4373 -10.5762 1.0345  0.280
C: 1.4025 3.2002 -7.9576  -1.169
C: 0.9540 1.7472 -8.0794  -0.346
C: -0.1829 1.3771 -7.1282  -1.019
C: 0.1523 1.5256 -5.6431  -0.547
C: 1.3640 0.7211 -5.1768  1.064
C: 1.2036 -0.7858 -5.3475  -1.436
H: 1.7971 3.4193 -6.9642  0.259
H: 2.1877 3.4306 -8.6785  0.383
H: 0.5688 3.8807 -8.1432  0.297
H: 1.8094 1.0862 -7.9141  0.216
H: 0.6225 1.5594 -9.1037  0.400
H: -0.4966 0.3497 -7.3314  0.336
H: -1.0509 2.0050 -7.3521  0.431
H: -0.7215 1.2199 -5.0579  0.362
H: 0.3157 2.5814 -5.4083  0.397
H: 1.5384 0.9371 -4.1193  -1.036
H: 2.2625 1.0550 -5.7035  0.385
H: 0.3244 -1.1458 -4.8078  0.269
H: 2.0758 -1.3096 -4.9533  0.337
H: 1.0961 -1.0723 -6.3946  0.418
C: -3.6027 9.0399 2.0857  -1.254
C: -2.4517 8.0797 2.3685  -0.487
C: -1.9667 7.3312 1.1287  0.095
C: -3.0156 6.4331 0.4676  -0.787
C: -3.6085 5.3625 1.3833  -0.496
C: -2.5616 4.3999 1.9368  -0.759
H: -4.4859 8.5143 1.7195  0.284
H: -3.8947 9.5800 2.9870  0.390
H: -3.3169 9.7771 1.3325  0.300
H: -2.7523 7.3671 3.1420  0.229
H: -1.6113 8.6406 2.7854  0.421
H: -1.0940 6.7273 1.3926  -0.349
H: -1.6143 8.0578 0.3902  0.455
H: -2.5496 5.9385 -0.3912  0.338
H: -3.8254 7.0428 0.0585  0.369
H: -4.3529 4.8002 0.8133  0.359
H: -4.1496 5.8268 2.2122  0.259
H: -2.0113 3.9171 1.1243  -0.021
H: -3.0249 3.6173 2.5399  0.431
H: -1.8349 4.9116 2.5698  0.273

Calculated values
Highest occupied orbital energy, eV: -9.28
Gap between HOMO and LUMO, eV: 9.680
F_max, hartree/bohr: 0.0147
2S+1: 1
LUMO energy, eV: 0.400



No. 3
Computed, not measured: a molecular structure, C40H78CaN3O5P, with ωB97M-V with the def2-TZVPD basis set.

Last column: Mulliken charge in e.
Atoms and positions in Å:
Ca: 0.1769 -0.7917 -0.1499  3.444
C: 1.9510 -3.1322 1.0876  -1.240
N: 1.5003 -2.7292 -0.2455  1.081
C: 2.6698 -2.5541 -1.1070  -1.653
C: 0.5931 -3.7497 -0.7840  -1.501
C: -0.2415 -3.2265 -1.9598  -0.868
N: -0.8996 -1.9638 -1.6151  0.728
C: -1.0471 -1.0838 -2.7907  -1.352
C: 0.2555 -0.8065 -3.5083  0.320
C: 0.4038 -1.3107 -4.7927  -0.377
C: 1.5661 -1.1163 -5.5197  -0.556
C: 2.5542 -0.3607 -4.9016  -0.857
C: 2.4604 0.1892 -3.6274  1.113
C: 1.2840 -0.0641 -2.8615  -0.702
O: 1.0970 0.3268 -1.6163  0.716
C: 3.6898 1.0054 -3.1810  1.912
C: 3.9736 2.1030 -4.2232  -1.827
C: 4.9099 0.0772 -3.0738  -1.601
C: 3.5318 1.7192 -1.8357  -1.894
C: 1.7937 -1.6840 -6.9157  1.921
C: 3.0037 -2.6303 -6.8889  -1.623
C: 0.5849 -2.4702 -7.4286  -2.129
C: 2.0686 -0.5360 -7.8995  -1.628
C: -2.2297 -2.1731 -1.0162  -1.767
C: -2.2784 -3.0130 0.2414  0.782
C: -3.0193 -4.1824 0.2185  -0.506
C: -3.2409 -4.9395 1.3610  -1.131
C: -2.7093 -4.4455 2.5464  0.096
C: -1.9716 -3.2691 2.6349  -0.578
C: -1.6977 -2.5297 1.4478  0.055
O: -0.9652 -1.4408 1.4277  -0.216
C: -1.5861 -2.7137 4.0138  2.732
C: -0.0725 -2.4928 4.1455  -1.500
C: -2.0118 -3.6241 5.1689  -2.610
C: -2.3206 -1.3718 4.1819  -1.569
C: -4.1055 -6.1958 1.2858  2.089
C: -5.5020 -5.8106 0.7698  -1.642
C: -4.2734 -6.8706 2.6485  -2.162
C: -3.4665 -7.2051 0.3206  -1.648
H: 2.5130 -4.0767 1.0532  0.409
H: 2.5899 -2.3549 1.5084  0.267
H: 1.0890 -3.2608 1.7392  0.116
H: 3.2569 -3.4814 -1.1819  0.378
H: 2.3730 -2.2454 -2.1087  0.306
H: 3.3026 -1.7690 -0.6905  0.474
H: 1.1545 -4.6421 -1.1022  0.591
H: -0.0910 -4.0414 0.0111  0.362
H: 0.4022 -3.0556 -2.8213  0.536
H: -0.9786 -3.9929 -2.2380  0.424
H: -1.7525 -1.5278 -3.5087  0.486
H: -1.4752 -0.1410 -2.4388  0.370
H: -0.4212 -1.8757 -5.2091  0.498
H: 3.4677 -0.1886 -5.4577  0.407
H: 4.2939 1.6929 -5.1805  0.326
H: 3.0775 2.7026 -4.3930  0.372
H: 4.7654 2.7627 -3.8614  0.491
H: 5.0744 -0.4806 -3.9957  0.278
H: 5.8108 0.6582 -2.8628  0.467
H: 4.7671 -0.6423 -2.2656  0.249
H: 2.7403 2.4660 -1.9049  0.320
H: 3.2948 1.0151 -1.0425  0.203
H: 4.4670 2.2304 -1.5923  0.511
H: 2.8331 -3.4414 -6.1787  0.342
H: 3.1698 -3.0648 -7.8772  0.461
H: 3.9125 -2.1059 -6.5919  0.305
H: 0.3496 -3.3069 -6.7687  0.389
H: -0.2943 -1.8293 -7.5143  0.363
H: 0.8070 -2.8736 -8.4175  0.441
H: 2.9830 -0.0012 -7.6409  0.290
H: 2.1776 -0.9247 -8.9144  0.480
H: 1.2431 0.1777 -7.8879  0.344
H: -2.6250 -1.1817 -0.7753  0.480
H: -2.8940 -2.6307 -1.7648  0.426
H: -3.4523 -4.4920 -0.7273  0.397
H: -2.8889 -4.9984 3.4559  0.729
H: 0.4561 -3.4473 4.0926  0.324
H: 0.2929 -1.8455 3.3564  -0.153
H: 0.1569 -2.0299 5.1088  0.537
H: -1.5234 -4.5988 5.1107  0.457
H: -1.7197 -3.1590 6.1122  0.464
H: -3.0932 -3.7682 5.1917  0.436
H: -2.0108 -0.6818 3.3987  -0.104
H: -3.3991 -1.5240 4.1021  0.382
H: -2.1019 -0.9325 5.1598  0.535
H: -5.9436 -5.0485 1.4141  0.361
H: -5.4511 -5.4077 -0.2419  0.324
H: -6.1628 -6.6806 0.7568  0.460
H: -4.7631 -6.2037 3.3601  0.404
H: -4.8925 -7.7632 2.5442  0.430
H: -3.3084 -7.1742 3.0580  0.393
H: -3.3405 -6.7735 -0.6728  0.306
H: -2.4826 -7.5058 0.6855  0.363
H: -4.0904 -8.0973 0.2291  0.449
O: -1.3278 0.8299 -0.1654  -0.640
H: -1.2016 1.6504 -0.7058  0.466
H: -1.5906 1.1107 0.7242  -0.464
O: 1.0966 2.5457 0.1267  -0.591
H: 2.0306 2.7787 0.1744  0.270
H: 1.0458 1.8231 -0.5347  -0.369
O: 1.2729 0.1472 1.5891  -0.863
H: 0.4744 -0.2009 2.0268  -0.303
H: 1.0519 1.0794 1.3840  0.254
N: -0.8626 2.7365 -2.1040  -0.685
H: -0.3720 3.5765 -1.8218  0.233
H: -1.5572 2.9842 -2.7972  0.234
H: -0.1818 2.1127 -2.5305  -0.094
C: -3.7090 1.8404 2.9343  -1.159
C: -2.8251 3.0614 2.6897  -1.042
P: -1.0127 2.6457 2.6085  0.859
C: -0.6162 2.2573 4.3853  -0.164
C: -1.1395 3.1613 5.4975  -1.372
C: -0.2898 4.3600 2.4288  -0.632
C: -1.1097 5.5802 2.8425  -1.343
H: -4.7593 2.1346 2.9112  0.461
H: -3.5073 1.3953 3.9096  0.224
H: -3.5568 1.0665 2.1793  0.172
H: -3.0139 3.8153 3.4550  0.553
H: -3.0708 3.5062 1.7204  0.480
H: 0.4768 2.2115 4.4215  0.560
H: -0.9738 1.2378 4.5513  -0.260
H: -0.7309 4.1690 5.4266  0.278
H: -0.8453 2.7550 6.4669  0.435
H: -2.2282 3.2206 5.4810  0.284
H: -0.0329 4.4500 1.3720  0.215
H: 0.6574 4.3364 2.9760  0.521
H: -2.0259 5.6638 2.2589  0.306
H: -0.5229 6.4833 2.6650  0.428
H: -1.3812 5.5603 3.8969  0.241

Calculated values
Highest occupied orbital energy, eV: -7.05
Gap between HOMO and LUMO, eV: 7.542
F_max, hartree/bohr: 0.0505
2S+1: 1
LUMO energy, eV: 0.489
Energy relative to the best compared isomer or geometry (same formula, charge and spin), kcal per mole: 14.0